[1]
Here is a structure of composition C36H27BrF4IrN2O3P from the Open Molecules 2025 dataset. Energies are from ωB97M-V/def2-TZVPD.

Each line ends with the Mulliken charge.
Cartesian coordinates (Å):
H: 3.1700 3.3952 -0.7941  0.525
C: 3.6904 -5.2855 0.0244  -0.791
O: 3.6414 -4.5333 1.3006  -0.444
C: 2.8820 2.7879 -1.6198  -0.297
C: -1.1045 3.6202 -1.1724  -0.249
F: 1.8663 4.2133 0.7953  -0.396
H: 0.6090 2.6299 4.5588  0.556
H: -0.4508 2.4382 2.4505  0.449
C: 3.2806 1.4425 2.9136  -0.834
C: -1.4217 -1.4755 3.9185  -1.593
C: 1.8881 -3.1679 0.4192  -0.740
O: 0.2159 -1.6829 -0.1362  -0.803
C: 1.8220 0.8231 -2.5867  -0.380
C: -3.0928 -2.6486 -3.4180  -0.221
H: 2.0570 -3.3790 -0.6264  0.411
C: 1.1806 -2.6313 3.1298  -1.067
H: -3.6589 0.4702 1.2010  0.431
H: 4.5224 -5.9236 0.0999  0.296
H: 4.3745 1.2896 3.0085  0.431
H: -4.4889 -4.0497 -4.2152  0.362
F: 1.1030 6.7078 0.4660  -0.250
C: -1.4018 4.9097 -1.4541  0.424
H: -5.9196 -0.4934 1.3227  0.464
H: 1.1929 -0.0854 -2.4881  0.172
H: 4.0735 2.2050 -4.7290  0.407
N: -1.4153 -1.0442 -2.4457  -0.401
H: 3.8524 -4.5879 -0.8532  0.288
C: -4.8104 -2.1583 -1.3828  0.654
C: 2.6011 0.9207 -3.6862  -0.809
O: -1.4150 -0.5492 1.7667  -0.585
H: -6.0842 -3.6477 -2.3879  0.492
H: -2.5026 -1.6076 3.9100  0.349
Ir: -1.1763 0.1685 -0.5241  3.466
H: 2.5475 0.1572 -4.4363  0.484
C: -0.8529 -1.2902 2.5594  0.578
C: 2.7076 1.2742 1.6929  -0.656
C: -3.5879 -1.4593 -1.4744  0.417
C: 0.3943 -2.0709 2.1810  0.798
C: 1.9351 1.7527 -1.5311  0.565
C: -4.0447 -0.2502 0.4450  0.065
C: -2.6917 -1.6959 -2.5465  -0.377
H: 2.9971 -3.5762 3.4952  0.602
C: -4.2877 -3.3357 -3.3708  -0.976
C: -5.1634 -3.1027 -2.3767  -0.737
H: 4.3467 3.7705 -2.8978  0.419
C: 0.6805 4.4139 0.1647  0.078
C: -0.0187 3.3463 -0.3412  0.087
H: -1.0189 -2.3595 4.3445  0.476
H: -1.1476 -0.5517 4.4050  0.364
H: 3.3851 1.0177 0.8856  0.530
P: 0.6653 1.6401 -0.2122  -0.249
C: 3.4778 2.0479 -3.8326  -0.508
C: 1.3564 1.5977 1.4842  1.590
C: 0.4097 5.7242 -0.0915  0.134
H: -6.6872 -2.2278 -0.2074  0.460
C: -5.2957 -0.8564 0.5302  -0.868
C: -5.6850 -1.8123 -0.3093  -0.721
C: 1.1583 2.1592 3.7902  -0.991
C: 0.5708 2.0656 2.5315  -0.512
C: -0.6292 5.9660 -0.9786  0.453
Br: -2.1991 2.2923 -1.8944  -0.128
H: 2.7283 -5.7561 -0.2062  0.359
H: -0.6100 -1.6353 -2.5504  0.341
C: 0.8430 -2.2829 0.8019  0.180
H: 1.0876 -2.5027 4.2231  0.428
C: 2.5049 1.8540 4.0118  -0.701
H: -2.4134 -2.7873 -4.2449  0.479
C: 2.6466 -3.6859 1.4164  0.846
C: 2.3483 -3.3164 2.7331  -0.978
C: 3.6115 2.9662 -2.8076  -0.890
F: -1.1154 7.2078 -1.2116  -0.256
H: 2.9257 1.9523 4.9851  0.535
H: -1.3279 -0.3826 -3.2091  0.394
N: -3.1971 -0.5748 -0.5273  -0.139
F: -2.4346 5.2360 -2.1887  -0.289

Calculated values
- Molecular weight: 914.7 g mol⁻¹
- Relative energy (zero: lowest compared OMol25 entry of this formula, charge and spin): 7.23 kcal/mol
- ⟨S²⟩: 6.048
- Gap between HOMO and LUMO (spin up / spin down): 7.48 / 6.25 eV
- Charge: +2
- 2S+1: 5

=====

[2]
Here is a structure of composition C36H27BrIrN3O5PS from the Open Molecules 2025 dataset. Energies are from ωB97M-V/def2-TZVPD.

Each line ends with the Mulliken charge.
Cartesian coordinates (Å):
H: -3.1786 5.6178 -2.7344  0.459
C: -0.7676 -1.7256 -2.2827  -0.294
H: 1.8534 0.9746 4.0875  0.532
H: -4.6275 0.1681 0.4364  0.478
O: -0.7221 1.5320 -0.9388  -0.804
C: -1.8228 -2.1179 -4.8457  -0.733
C: 4.7399 -0.1928 1.2954  -0.612
H: -1.9958 6.4840 1.2902  0.460
C: 0.4015 1.0075 2.4925  0.433
C: -3.8541 -1.0803 2.0057  -0.704
C: 3.4668 0.1889 0.9407  0.376
H: 3.7343 0.6788 -2.2926  0.666
C: 0.8249 1.1580 3.8188  -0.481
C: -2.7920 -1.8595 2.4388  -0.799
C: -1.9965 -2.3537 -2.4490  -0.339
C: -0.0906 1.5467 4.7735  -0.721
H: -2.8530 -2.3872 3.3810  0.495
C: -2.6576 -0.5350 -0.0057  -0.533
O: 0.9569 2.6975 -0.2740  -0.776
N: 3.1182 0.5053 -0.3238  0.221
H: -2.2398 -2.2657 -5.8324  0.460
C: -0.0770 -1.3216 -3.4358  0.418
H: -4.7395 -0.9869 2.6209  0.480
C: -0.2676 2.6988 -0.6577  0.737
C: -3.7902 -0.4247 0.7804  -0.826
Br: -3.7520 7.6867 -0.7304  -0.113
C: 0.8406 -4.0357 -0.8426  -1.045
C: 1.5157 -2.8581 1.1560  -0.200
C: -1.5812 -1.3226 0.4269  0.813
C: 5.3318 -0.0007 -1.0172  -1.075
S: 1.4763 -0.5712 -3.1724  1.178
H: -0.0129 -1.1764 -5.5657  0.561
H: 1.4939 -1.9796 1.7877  0.708
H: -2.1225 2.1141 5.1717  0.488
O: 1.9852 -1.2947 -1.9805  -0.564
H: -1.7759 3.5820 -2.7178  0.490
H: -2.5528 -2.7041 -1.5905  0.622
C: 2.2323 -3.9693 1.5683  -1.107
C: -1.4143 1.7967 4.4179  -0.798
O: 1.1300 0.8182 -2.6453  -0.779
Ir: 1.1085 0.6507 -0.5810  3.136
C: -2.6693 6.1552 -0.7202  0.034
C: 5.6891 -0.3047 0.2859  -0.329
H: 2.8255 -5.9745 1.0938  0.442
H: -3.4627 -3.0555 -3.8413  0.483
C: -0.5849 -1.4976 -4.7050  -0.532
H: -1.2455 1.1331 1.1157  0.759
C: -2.6111 5.3531 -1.8538  -0.650
H: 2.7665 -3.9481 2.5089  0.503
H: 6.0421 -0.0712 -1.8281  0.489
H: -2.6095 -0.0118 -0.9506  0.582
C: -1.8246 1.6481 3.1018  -1.233
C: -1.0827 3.9076 -0.7050  -0.092
H: -2.8506 1.8443 2.8215  0.570
O: 2.3156 -0.5846 -4.3142  -0.627
H: -0.5458 4.4774 1.3018  0.534
C: 4.0375 0.4025 -1.2937  0.053
H: 0.3085 -4.0687 -1.7841  0.446
C: -1.9390 5.8448 0.4207  -0.691
N: 1.3456 0.6266 1.4846  0.649
C: -2.5119 -2.5525 -3.7273  -0.777
H: 0.2263 1.6628 5.8006  0.450
C: 1.5578 -5.1445 -0.4206  -0.823
H: 6.6971 -0.6196 0.5195  0.474
H: 4.9652 -0.3860 2.3342  0.569
C: 2.2572 -5.1104 0.7768  -0.748
C: -1.8236 4.2168 -1.8423  -0.390
N: 2.4770 0.3166 1.9177  -0.907
C: -0.9182 1.2506 2.1336  0.243
H: 1.5706 -6.0361 -1.0324  0.473
P: -0.1142 -1.4583 -0.6003  0.721
C: -1.1333 4.7211 0.4253  -0.428
C: -1.6538 -1.9813 1.6561  -0.731
H: -0.8401 -2.6069 1.9950  0.474
C: 0.8129 -2.8916 -0.0488  1.099

Calculated values
- Molecular weight: 916.8 g mol⁻¹
- Relative energy (zero: lowest compared OMol25 entry of this formula, charge and spin): 7.22 kcal/mol
- ⟨S²⟩: 0.756
- Gap between HOMO and LUMO (spin up / spin down): 5.90 / 5.18 eV
- Charge: +2
- 2S+1: 2

=====

Which formula does entry 2 have?
C36H27BrIrN3O5PS

=====

Among the records above, which one has the highest relative energy (zero: lowest compared OMol25 entry of this formula, charge and spin)?
C36H27BrF4IrN2O3P